H4O2 | ωB97M-V/def2-TZVPD

Each line ends with the Mulliken charge.
Atoms and positions in Å:
O 0.55040 1.61585 0.66387  -0.641
H 0.56392 0.80440 0.15632  0.358
H -0.32840 1.64785 1.04190  0.299
O -0.19855 -0.97477 -0.67699  -0.647
H 0.44543 -1.65106 -0.46688  0.322
H -1.03279 -1.44229 -0.71824  0.309

**Highest occupied orbital energy**: -11.0 eV
**HOMO-LUMO gap**: 0.426 Eh
**Energy above the lowest of the compared OMol25 structures with the same formula, charge and spin**: 5.8 kJ/mol
**LUMO level**: 0.023 Eh
**Total charge**: 0


H4O2 | ωB97M-V/def2-TZVPD

Each line ends with the Mulliken charge.
Atoms and positions in Å:
O -1.00456 -0.20189 -0.08134  -0.670
H -1.10720 0.73972 -0.34741  0.320
H -1.93115 -0.39378 0.27655  0.325
O 1.68099 -0.20861 -0.09059  -0.659
H 0.80817 -0.61797 -0.06961  0.395
H 1.55375 0.68253 0.31240  0.289

**Highest occupied orbital energy**: -10.8 eV
**HOMO-LUMO gap**: 0.416 Eh
**Energy above the lowest of the compared OMol25 structures with the same formula, charge and spin**: 20.9 kJ/mol
**LUMO level**: 0.018 Eh
**Total charge**: 0


H4O2 | ωB97M-V/def2-TZVPD

Each line ends with the Mulliken charge.
Atoms and positions in Å:
O 0.55835 -0.40124 0.82650  -0.647
H 1.43993 -0.07364 1.08511  0.321
H 0.84309 -1.33351 0.64675  0.326
O -1.32551 0.63356 -1.06129  -0.661
H -1.08663 0.56921 -0.06831  0.344
H -0.42923 0.60562 -1.42876  0.317

**Highest occupied orbital energy**: -10.8 eV
**HOMO-LUMO gap**: 0.417 Eh
**Energy above the lowest of the compared OMol25 structures with the same formula, charge and spin**: 24.2 kJ/mol
**LUMO level**: 0.019 Eh
**Total charge**: 0


H4O2 | ωB97M-V/def2-TZVPD

Each line ends with the Löwdin spin population.
Atoms and positions in Å:
O -4.77539 -10.12462 18.42643  0.023
H -3.88892 -10.15925 18.06699  0.000
H -4.69144 -10.48876 19.30767  0.000
O -5.93656 -11.47197 16.26734  0.943
H -6.86814 -11.55404 16.47147  0.017
H -5.54760 -11.10896 17.06306  0.016

**Highest occupied orbital energy (spin up / spin down)**: -18.1 / -17.9 eV
**HOMO-LUMO gap (spin up / spin down)**: 0.489 / 0.199 Eh
**Energy above the lowest of the compared OMol25 structures with the same formula, charge and spin**: 88.1 kJ/mol
**LUMO level (spin up / spin down)**: -0.176 / -0.459 Eh
**Multiplicity**: 2
**Total charge**: +1